1.
34
Properties=species:S:1:pos:R:3:mulliken_charge:R:1 method="wB97M-V/def2-TZVPD" charge=-1 e_tot_ha=-1806.43158 e_homo_ev=-3.9 lumo_energy_ev=2.29 homo_lumo_gap_ev=6.2
N 0.884 2.772 -3.720 -0.80
P 0.388 1.826 -2.461 0.56
N -1.398 1.553 -2.495 -0.56
P -2.284 3.058 -2.855 0.14
S -2.100 4.464 -1.521 -0.54
H 1.345 3.616 -3.272 0.19
H 0.772 2.440 -1.178 0.00
H 0.982 0.491 -2.527 -0.09
H -1.917 3.537 -4.190 0.08
H -3.707 2.705 -2.934 0.04
O 0.329 -0.485 -0.593 -0.39
C 0.685 -1.652 -0.580 0.40
O 0.336 -2.554 0.383 -0.28
C 1.017 -3.784 0.142 -0.47
C 1.376 -3.760 -1.320 -0.60
C 1.599 -2.292 -1.581 -0.47
H 1.901 -3.827 0.787 0.27
H 0.359 -4.624 0.387 0.31
H 2.241 -4.384 -1.562 0.33
H 0.526 -4.114 -1.917 0.28
H 2.629 -1.992 -1.368 0.26
H 1.320 -2.019 -2.601 0.33
O -0.350 1.232 5.653 -0.61
C -0.524 0.899 4.492 0.46
O -1.271 -0.175 4.102 -0.38
C -1.166 -0.330 2.688 -0.26
C -0.757 1.023 2.168 -0.07
C 0.081 1.570 3.296 -0.43
H -0.417 -1.101 2.476 0.18
H -2.129 -0.650 2.280 0.31
H -0.228 0.976 1.213 0.00
H -1.645 1.652 2.033 0.25
H 1.128 1.268 3.208 0.28
H -0.004 2.657 3.368 0.29

=====

2.
13
Properties=species:S:1:pos:R:3:mulliken_charge:R:1 method="wB97M-V/def2-TZVPD" e_tot_ha=-838.88543 e_homo_ev=-9.1 lumo_energy_ev=0.68 homo_lumo_gap_ev=9.8
O -1.797 -0.629 1.104 -0.48
P -1.352 -0.795 -0.445 0.12
C -0.279 0.646 -0.521 -0.44
C 0.880 0.570 0.441 -0.86
P 2.079 -0.885 0.317 0.00
H -1.911 -1.362 1.647 0.32
H -2.374 0.117 -0.909 0.02
H -0.923 1.634 -0.368 0.35
H 0.281 0.690 -1.560 0.27
H 0.477 0.476 1.485 0.31
H 1.673 1.449 0.529 0.36
H 2.239 -1.024 -1.088 0.02
H 0.849 -1.755 0.391 0.01

=====

3.
13
Properties=species:S:1:pos:R:3:mulliken_charge:R:1 method="wB97M-V/def2-TZVPD" e_tot_ha=-340.59270 e_homo_ev=-8.7 lumo_energy_ev=0.84 homo_lumo_gap_ev=9.6
C -1.372 -0.158 -1.054 -0.04
N -1.093 1.049 -1.363 -0.36
O 0.063 1.608 -0.699 -0.30
C 0.262 0.916 0.494 0.07
C 1.358 0.132 1.190 -0.68
C 0.548 -0.453 0.068 0.10
N -0.742 -1.089 -0.165 -0.45
H -2.318 -0.520 -1.460 0.41
H -0.611 1.013 1.181 0.26
H 1.155 -0.109 2.226 0.26
H 2.426 0.204 0.926 0.24
H 1.092 -0.465 -0.861 0.17
H -0.770 -2.129 -0.481 0.31

=====

4.
20
Properties=species:S:1:pos:R:3:mulliken_spin:R:1 method="wB97M-V/def2-TZVPD" spin_multiplicity=2 charge=+1 e_tot_ha=-324.14582 e_homo_ev="-14.2 / -14.2" lumo_energy_ev="-4.08 / -8.41" homo_lumo_gap_ev="10.1 / 5.8"
N -0.828 0.544 2.127 0.19
C -0.147 1.711 2.009 0.00
N 0.051 2.214 0.763 0.05
N 0.250 2.408 3.076 0.80
H -1.215 0.407 3.060 0.00
H -1.500 0.333 1.394 -0.01
H -0.753 2.161 0.148 0.00
H 0.301 3.198 0.822 0.00
H 0.346 1.742 3.857 -0.02
C -0.167 -1.180 -0.375 0.00
C 0.751 -1.732 -1.470 0.00
C 0.504 -1.152 -2.848 0.00
H 0.223 -0.383 0.249 0.00
H -0.353 -2.027 0.299 0.00
H -1.152 -0.938 -0.784 0.00
H 0.666 -2.817 -1.513 0.00
H 1.799 -1.565 -1.186 0.00
H 1.219 -1.458 -3.612 0.00
H -0.496 -1.409 -3.209 0.00
H 0.502 -0.056 -2.808 0.00

=====

5.
37
Properties=species:S:1:pos:R:3:mulliken_charge:R:1 method="wB97M-V/def2-TZVPD" e_tot_ha=-920.18371 e_homo_ev=-10.3 lumo_energy_ev=-0.39 homo_lumo_gap_ev=9.9
He -0.162 -0.095 0.164 0.02
O 2.892 0.804 0.763 -0.71
H 2.843 -0.149 0.838 0.29
H 2.059 1.115 1.118 0.43
O 0.508 1.923 1.634 -0.69
H 0.009 1.470 2.313 0.41
H -0.089 1.969 0.887 0.29
O -1.856 -3.414 0.972 -0.64
H -2.257 -2.596 0.678 0.34
H -1.002 -3.431 0.541 0.37
O -1.025 2.854 -0.855 -0.53
H -0.686 2.331 -1.582 0.28
H -0.720 3.743 -1.037 0.30
O -0.112 0.780 -2.632 -0.69
H -0.018 1.120 -3.521 0.29
H 0.696 0.291 -2.476 0.27
O -0.473 0.160 3.649 -0.67
H 0.322 -0.368 3.720 0.31
H -1.188 -0.474 3.701 0.32
O 3.816 0.378 -2.022 -0.63
H 3.407 0.627 -1.193 0.38
H 3.897 1.199 -2.506 0.30
O -3.312 2.293 1.046 -0.65
H -3.026 1.383 1.132 0.37
H -2.523 2.768 0.784 0.31
O 3.240 -1.900 0.049 -0.63
H 3.983 -2.175 0.587 0.25
H 3.480 -2.158 -0.841 0.31
O -2.937 -0.397 0.910 -0.70
H -2.522 -0.266 0.057 0.38
H -3.845 -0.616 0.703 0.31
O 0.704 -2.701 -0.169 -0.63
H 1.520 -2.200 -0.181 0.30
H 0.401 -2.688 -1.077 0.31
O -2.046 -0.770 -1.749 -0.63
H -2.636 -0.663 -2.495 0.27
H -1.338 -0.146 -1.912 0.39

=====

6.
11
Properties=species:S:1:pos:R:3:mulliken_charge:R:1 method="wB97M-V/def2-TZVPD" e_tot_ha=-260.64041 e_homo_ev=-8.2 lumo_energy_ev=1.09 homo_lumo_gap_ev=9.3
N -2.257 -0.197 0.030 -0.62
N -0.867 -0.479 0.113 -0.21
C -0.156 0.582 0.020 -0.09
N 1.237 0.557 -0.088 -0.15
N 1.744 -0.764 -0.158 -0.51
H -2.430 0.461 -0.755 0.25
H -2.670 -1.104 -0.237 0.28
H -0.638 1.588 -0.006 0.33
H 1.653 1.170 0.613 0.26
H 2.781 -0.605 -0.298 0.26
H 1.605 -1.208 0.765 0.21

=====

Number 1: largest force on an atom 4.229 eV/Å. Number 2: largest force on an atom 3.790 eV/Å. Number 3: largest force on an atom 2.733 eV/Å. Number 4: largest force on an atom 2.958 eV/Å. Number 5: largest force on an atom 1.110 eV/Å. Number 6: largest force on an atom 2.204 eV/Å.